[1]
Molecular formula: C4H9NO
Method: DFT, wB97M-V/def2-TZVPD

Structure (XYZ):
```
15
C4H9NO | the Open Molecules 2025 dataset | wB97M-V/def2-TZVPD
H 2.06 0.48 2.20
N 1.56 0.05 1.44
C 1.88 0.56 0.32
O 1.36 0.18 -0.83
C 0.27 -0.98 -0.59
C -1.09 -0.38 -0.84
C -1.58 0.56 0.26
H 2.61 1.35 0.17
H 0.59 -1.63 -1.40
H 0.32 -1.51 0.36
H -1.09 0.13 -1.80
H -1.79 -1.22 -0.94
H -2.59 0.91 0.06
H -1.57 0.06 1.23
H -0.93 1.43 0.34
```

Results
- Total energy: -7830.752 eV
- ΔE to the lowest compared entry with this formula, charge and spin: 36.2 kcal/mol
- Orbital gap: 0.40453 Ha

[2]
Molecular formula: C4H9NO
Method: DFT, wB97M-V/def2-TZVPD

Structure (XYZ):
```
15
C4H9NO | the Open Molecules 2025 dataset | wB97M-V/def2-TZVPD
C 1.28 -1.54 0.08
C 0.51 -0.66 -0.88
N -0.20 0.47 -0.31
C -0.58 1.49 -1.27
C -0.74 0.51 0.93
O -0.67 -0.35 1.78
H 1.94 -0.95 0.71
H 1.88 -2.24 -0.50
H 0.61 -2.09 0.73
H -0.20 -1.26 -1.47
H 1.20 -0.23 -1.62
H -1.18 1.06 -2.08
H 0.32 1.95 -1.70
H -1.15 2.28 -0.78
H -1.30 1.45 1.10
```

Results
- Total energy: -7831.500 eV
- ΔE to the lowest compared entry with this formula, charge and spin: 18.9 kcal/mol
- Orbital gap: 0.37499 Ha

[3]
Molecular formula: C4H9NO
Method: DFT, wB97M-V/def2-TZVPD

Structure (XYZ):
```
15
C4H9NO | the Open Molecules 2025 dataset | wB97M-V/def2-TZVPD
C 1.90 0.41 0.01
C 0.56 0.26 -0.72
N -0.55 -0.11 0.15
C -1.39 -1.22 -0.23
C -0.98 0.81 1.06
O -0.44 1.87 1.28
H 2.37 -0.57 0.18
H 1.75 0.91 0.96
H 2.58 1.03 -0.58
H 0.64 -0.51 -1.50
H 0.31 1.21 -1.22
H -0.79 -2.13 -0.38
H -1.94 -1.01 -1.16
H -2.11 -1.42 0.57
H -1.90 0.48 1.59
```

Results
- Total energy: -7831.572 eV
- ΔE to the lowest compared entry with this formula, charge and spin: 17.3 kcal/mol
- Orbital gap: 0.37764 Ha

[4]
Molecular formula: C4H9NO
Method: DFT, wB97M-V/def2-TZVPD

Structure (XYZ):
```
15
C4H9NO | the Open Molecules 2025 dataset | wB97M-V/def2-TZVPD
C -0.57 -1.35 1.26
C 1.30 0.00 0.03
C 1.25 0.22 -1.44
C -1.44 -0.41 0.74
O -1.79 1.77 0.27
N -0.95 0.64 0.09
H -1.60 2.31 -0.51
H -2.52 -0.50 0.80
H 0.27 -1.02 1.84
H -0.88 -2.38 1.38
H 1.47 0.84 0.68
H 1.76 -0.92 0.35
H 2.21 -0.04 -1.90
H 1.00 1.25 -1.69
H 0.49 -0.42 -1.90
```

Results
- Total energy: -7825.756 eV
- ΔE to the lowest compared entry with this formula, charge and spin: 151.4 kcal/mol
- Orbital gap (spin up / spin down): 0.30984 / 0.27567 Ha

[5]
Molecular formula: C4H9NO
Method: DFT, wB97M-V/def2-TZVPD

Structure (XYZ):
```
15
C4H9NO | the Open Molecules 2025 dataset | wB97M-V/def2-TZVPD
H 1.63 -1.46 -1.13
N 1.46 -1.44 -0.12
C 1.60 -0.30 0.40
C 2.10 0.96 -0.23
H 1.42 -0.23 1.50
H 3.00 1.32 0.25
H 1.34 1.73 -0.12
H 2.27 0.82 -1.30
C -2.67 -0.42 -0.16
C -1.42 0.11 0.46
O -1.08 1.26 0.47
H -3.31 -0.85 0.61
H -2.41 -1.20 -0.88
H -3.21 0.37 -0.67
H -0.71 -0.66 0.92
```

Results
- Total energy: -7830.481 eV
- ΔE to the lowest compared entry with this formula, charge and spin: 42.4 kcal/mol
- Orbital gap: 0.39741 Ha

[6]
Molecular formula: C4H9NO
Method: DFT, wB97M-V/def2-TZVPD

Structure (XYZ):
```
15
C4H9NO | the Open Molecules 2025 dataset | wB97M-V/def2-TZVPD
C 0.17 2.11 -0.07
N 0.19 0.89 0.72
C -0.33 -0.18 0.33
C -1.67 -0.73 0.71
O 0.16 -1.04 -0.59
C 1.53 -1.36 -0.65
H -0.07 1.99 -1.15
H -0.66 2.65 0.37
H 1.08 2.70 0.09
H -2.33 -0.49 -0.14
H -1.57 -1.81 0.77
H -2.04 -0.30 1.64
H 1.95 -0.90 -1.55
H 1.51 -2.45 -0.74
H 2.09 -1.07 0.25
```

Results
- Total energy: -7829.128 eV
- ΔE to the lowest compared entry with this formula, charge and spin: 73.6 kcal/mol
- Orbital gap: 0.32690 Ha

[7]
Molecular formula: C4H9NO
Method: DFT, wB97M-V/def2-TZVPD

Structure (XYZ):
```
15
C4H9NO | the Open Molecules 2025 dataset | wB97M-V/def2-TZVPD
C 1.02 -0.58 1.15
C 0.23 -0.23 0.13
N 0.05 0.95 -0.66
C -1.03 -0.07 -0.55
C -2.18 0.48 0.25
H 1.06 -1.58 1.55
H 1.74 0.12 1.56
H 0.51 0.87 -1.57
H -1.28 -0.65 -1.44
H -2.82 -0.29 0.68
H -1.78 1.11 1.05
H -2.78 1.12 -0.41
O 2.73 -0.68 -0.55
H 1.78 -0.86 -0.67
H 2.75 0.29 -0.52
```

Results
- Total energy: -7828.400 eV
- ΔE to the lowest compared entry with this formula, charge and spin: 90.4 kcal/mol
- Orbital gap: 0.35608 Ha

[8]
Molecular formula: C4H9NO
Method: DFT, wB97M-V/def2-TZVPD

Structure (XYZ):
```
15
C4H9NO | the Open Molecules 2025 dataset | wB97M-V/def2-TZVPD
C -1.57 0.62 0.46
C -1.01 -0.25 -0.64
N 0.54 0.30 -1.35
C 0.35 -0.81 -0.45
C 1.17 -0.54 0.83
O 1.39 0.83 1.06
H -2.02 -0.05 1.22
H -0.80 1.20 0.97
H -2.37 1.27 0.10
H -0.92 0.24 -1.67
H 0.64 -0.11 -2.29
H 0.54 -1.81 -0.84
H 2.12 -1.07 0.70
H 0.67 -0.96 1.71
H 1.40 1.24 0.17
```

Results
- Total energy: -7827.606 eV
- ΔE to the lowest compared entry with this formula, charge and spin: 108.7 kcal/mol
- Orbital gap: 0.36109 Ha